ORCA calculation (ωB97M-V/def2-TZVPD) on the ion C3H4NO2 with charge +1 in a non-equilibrium geometry.

lowest unoccupied orbital energy: -6.546 eV
2S+1: 1
energy above the lowest of the compared OMol25 structures with the same formula, charge and spin: 94.5 kJ/mol
E_HOMO: -0.600 Eh
Kohn-Sham gap: 0.359 Ha
charge: +1
E: -321.63039 Ha

XYZ file:
```
10
Properties=species:S:1:pos:R:3:lowdin_charge:R:1
C -0.3549 1.1445 0.0101 0.070
C 1.3796 -0.2856 -0.0752 -0.377
C -0.9453 -0.1391 -0.0283 -0.055
N 0.2155 -0.9523 0.0035 0.170
O 2.5215 -0.5910 -0.0184 0.250
O 0.9009 1.1294 -0.0296 0.236
H -0.8588 2.1884 0.0724 0.228
H -1.4155 -0.1551 0.8858 0.154
H -1.6592 -0.4296 -0.7248 0.163
H 0.2162 -1.9094 -0.0954 0.161
```

---

ORCA calculation (ωB97M-V/def2-TZVPD) on a cluster of 2 separate species, C8H21NO7P in total in a non-equilibrium geometry.

lowest unoccupied orbital energy: -4.580 eV
2S+1: 1
E_HOMO: -0.439 Eh
Kohn-Sham gap: 0.270 Ha
charge: +1
E: -1239.75836 Ha

XYZ file:
```
38
Properties=species:S:1:pos:R:3:lowdin_charge:R:1
O 1.7362 0.8362 3.3093 0.045
C 2.2409 -0.3877 3.1335 -0.248
O 1.5717 -1.5756 3.7032 0.043
C 3.6622 -0.5462 2.3090 0.005
N 4.8310 -0.9085 3.2336 -0.029
O 4.8636 -2.2066 3.5824 0.044
H 2.0726 -2.3861 3.3809 0.121
H 3.9235 0.5458 1.9031 0.186
H 3.5852 -1.2628 1.3832 0.182
H 4.7738 -0.2466 4.0626 0.230
H 5.7077 -0.6900 2.6709 0.231
H 4.1146 -2.4405 4.2226 0.180
O 0.2918 0.4293 -1.0409 -0.251
P -1.2447 0.6124 -1.0952 0.745
O -1.5754 -0.7308 -0.1840 -0.234
C -1.4349 -0.6302 1.2194 -0.316
C -2.5998 0.1205 1.8327 -0.079
O -1.4215 -0.1203 -2.5823 -0.236
C -0.3898 -0.0131 -3.5534 -0.313
C 0.4785 -1.2587 -3.5443 -0.077
O -2.9615 0.8170 -1.1560 -0.205
C -3.3974 2.1000 -1.5780 -0.309
C -3.1244 2.3399 -3.0516 -0.079
H -0.4854 -0.1454 1.4714 0.086
H -1.4021 -1.6491 1.6214 0.119
H -2.5892 1.1717 1.5265 0.068
H -2.5566 0.0827 2.9239 0.079
H -3.5525 -0.3026 1.4986 0.089
H 0.2033 0.8942 -3.3982 0.103
H -0.8678 0.0871 -4.5344 0.120
H 0.8420 -1.4980 -2.5409 0.065
H 1.3401 -1.1371 -4.2072 0.078
H -0.1002 -2.1244 -3.8777 0.080
H -2.9179 2.8674 -0.9624 0.111
H -4.4756 2.1511 -1.3972 0.124
H -2.0505 2.4450 -3.2345 0.067
H -3.6123 3.2578 -3.3909 0.085
H -3.4792 1.5022 -3.6590 0.091
```

---

ORCA calculation (ωB97M-V/def2-TZVPD) on an isolated molecule of C3H6N2O3 in a non-equilibrium geometry.

lowest unoccupied orbital energy: -0.059 eV
2S+1: 1
energy above the lowest of the compared OMol25 structures with the same formula, charge and spin: 393.7 kJ/mol
E_HOMO: -0.346 Eh
Kohn-Sham gap: 0.343 Ha
E: -453.05106 Ha

XYZ file:
```
14
Properties=species:S:1:pos:R:3:lowdin_charge:R:1
N -1.5236 -0.4028 -2.4050 0.158
C -0.3207 -0.2521 -1.9013 -0.642
O 0.7162 -0.4473 -2.4569 0.122
O -0.5136 0.1907 -0.5966 -0.021
C 0.5729 0.4087 0.2353 -0.198
C 0.2882 0.3084 1.7346 -0.192
N 1.4756 -0.2321 2.3702 -0.075
O 1.6551 0.2190 3.4602 0.007
H -2.3381 -0.7800 -1.8318 0.153
H -1.6936 -0.7722 -3.3435 0.124
H 0.9512 1.4477 0.0134 0.152
H 1.3695 -0.3555 0.2299 0.126
H -0.1028 1.0966 2.4418 0.131
H -0.5363 -0.4294 2.0498 0.156
```

---

ORCA calculation (ωB97M-V/def2-TZVPD) on a structure of composition C36H32BN8Pb.

lowest unoccupied orbital energy: -2.864 eV
2S+1: 1
energy above the lowest of the compared OMol25 structures with the same formula, charge and spin: 71.3 kJ/mol
E_HOMO: -0.402 Eh
Kohn-Sham gap: 0.296 Ha
charge: +1
E: -2046.75099 Ha

XYZ file:
```
78
Properties=species:S:1:pos:R:3:lowdin_charge:R:1
Pb 0.0401 -0.5946 -0.6562 1.421
C 5.1420 1.2602 1.2497 -0.004
C 4.2852 0.3954 0.3892 -0.248
C 4.6836 -0.5421 -0.5383 0.041
C 3.5105 -1.0847 -1.0808 -0.206
N 2.4526 -0.4871 -0.4970 -0.030
N 2.9402 0.4117 0.3967 0.023
B 2.0389 1.2900 1.2827 -0.520
N 1.1561 2.2017 0.4030 0.034
N 0.2847 1.7194 -0.5163 -0.034
C -0.2848 2.7726 -1.1323 -0.217
C 0.2315 3.9448 -0.5738 0.047
C 1.1452 3.5450 0.3839 -0.241
C 1.9528 4.4039 1.2954 -0.001
C -1.3137 2.6792 -2.1784 -0.166
C -2.2038 3.7415 -2.3437 -0.023
C -3.1925 3.7002 -3.3115 -0.061
C -3.3247 2.5855 -4.1260 -0.071
C -2.4421 1.5261 -3.9809 -0.077
C -1.4390 1.5805 -3.0280 -0.071
N 1.1438 0.3946 2.1698 0.035
N 0.2781 -0.5196 1.6642 -0.032
C -0.2929 -1.1607 2.7034 -0.219
C 0.2149 -0.6203 3.8886 0.045
C 1.1257 0.3487 3.5121 -0.242
C 1.9210 1.2522 4.3913 -0.001
C -1.3264 -2.2026 2.5929 -0.171
C -1.5008 -2.9906 1.4560 -0.069
C -2.5257 -3.9183 1.3784 -0.072
C -3.3782 -4.1036 2.4557 -0.070
C -3.1928 -3.3583 3.6106 -0.062
C -2.1831 -2.4136 3.6754 -0.024
C 3.4581 -2.1319 -2.1170 -0.155
C 4.6602 -2.6160 -2.6394 -0.023
C 4.6760 -3.5978 -3.6144 -0.064
C 3.4890 -4.1259 -4.0967 -0.074
C 2.2860 -3.6599 -3.5913 -0.075
C 2.2759 -2.6783 -2.6150 -0.061
H 6.1885 1.0541 1.0410 0.089
H 4.9530 1.0705 2.3065 0.084
H 4.9496 2.3159 1.0574 0.084
H 5.7031 -0.7884 -0.7757 0.112
H 2.7107 1.9681 1.9808 0.111
H 0.0039 4.9584 -0.8537 0.121
H 1.7067 5.4477 1.1170 0.090
H 3.0223 4.2719 1.1301 0.086
H 1.7444 4.1701 2.3392 0.082
H -2.1351 4.6026 -1.6919 0.112
H -3.8598 4.5424 -3.4373 0.112
H -4.0972 2.5479 -4.8822 0.110
H -2.5260 0.6651 -4.6323 0.110
H -0.7155 0.7781 -2.9912 0.060
H -0.0164 -0.9165 4.8965 0.119
H 1.6615 1.0625 5.4297 0.090
H 1.7084 2.2962 4.1625 0.082
H 2.9920 1.0914 4.2678 0.087
H -0.8039 -2.9170 0.6343 0.057
H -2.6501 -4.5111 0.4810 0.110
H -4.1688 -4.8401 2.4023 0.110
H -3.8380 -3.5129 4.4651 0.111
H -2.0712 -1.8180 4.5714 0.110
H 5.6001 -2.2201 -2.2813 0.104
H 5.6239 -3.9499 -3.9990 0.111
H 3.4990 -4.8939 -4.8583 0.109
H 1.3504 -4.0624 -3.9575 0.107
H 1.3253 -2.3424 -2.2381 0.005
N -7.9630 -0.1154 0.0427 0.192
C -6.8172 -0.1587 -0.0175 -0.160
C -5.3879 -0.2159 -0.1052 -0.201
C -4.7780 -0.8958 -1.1575 0.016
C -3.3981 -0.9208 -1.1997 -0.142
N -2.6338 -0.3290 -0.2862 -0.039
C -3.2200 0.3182 0.7182 -0.109
C -4.5938 0.4026 0.8557 0.019
H -5.3738 -1.3788 -1.9185 0.129
H -2.8829 -1.4439 -2.0000 0.111
H -2.5597 0.7826 1.4426 0.119
H -5.0441 0.9377 1.6792 0.129
```

---

ORCA calculation (ωB97M-V/def2-TZVPD) on a structure of composition C6H13NO in a non-equilibrium geometry.

lowest unoccupied orbital energy: 0.635 eV
2S+1: 1
energy above the lowest of the compared OMol25 structures with the same formula, charge and spin: 531.0 kJ/mol
E_HOMO: -0.305 Eh
Kohn-Sham gap: 0.328 Ha
E: -366.23167 Ha

XYZ file:
```
21
Properties=species:S:1:pos:R:3:lowdin_charge:R:1
C -0.4317 0.8297 -0.4537 -0.112
C -1.6768 -0.8122 -2.5772 -0.229
C -0.5733 -1.3029 0.6531 -0.082
C 1.0387 0.5533 2.2642 -0.057
N 0.2084 -0.3457 -0.0962 -0.096
C 1.1405 0.6612 0.7693 -0.315
C 2.2379 1.1381 0.1707 0.071
O -1.4208 0.2671 -1.7561 -0.284
H -1.2716 1.1477 0.1705 0.131
H 0.0554 1.5873 -1.0610 0.121
H -1.0309 -1.6855 -2.3628 0.064
H -2.6962 -1.1842 -2.3720 0.068
H -1.6460 -0.5029 -3.6355 0.073
H -1.1103 -1.9060 -0.0796 0.082
H 0.0915 -1.9650 1.2077 0.088
H -1.3065 -0.8788 1.3487 0.095
H 1.8268 1.1422 2.7308 0.080
H 1.1583 -0.4773 2.6008 0.077
H 0.0741 0.9043 2.6293 0.082
H 3.0342 1.5812 0.7494 0.068
H 2.2984 1.2486 -0.9004 0.075
```

---

ORCA calculation (ωB97M-V/def2-TZVPD) on the ion C5H14NO2 with charge +1 in a non-equilibrium geometry.

lowest unoccupied orbital energy: -3.157 eV
2S+1: 1
energy above the lowest of the compared OMol25 structures with the same formula, charge and spin: 428.5 kJ/mol
E_HOMO: -0.509 Eh
Kohn-Sham gap: 0.393 Ha
charge: +1
E: -403.77816 Ha

XYZ file:
```
22
Properties=species:S:1:pos:R:3:lowdin_charge:R:1
N 0.8369 -0.6428 1.2332 0.195
C -0.4317 -0.0744 0.6099 -0.255
C -1.6553 0.0430 1.7044 -0.176
O -1.1951 -0.8723 2.6355 -0.126
C -0.0468 1.2197 -0.1296 -0.194
C 0.7548 1.1133 -1.4437 -0.202
C 0.5842 -0.2155 -2.1400 -0.279
O 1.2714 -1.3085 -1.5214 -0.157
H 1.6181 -0.2589 0.6498 0.159
H 0.8136 -1.7278 1.1608 0.218
H 1.1028 -0.2053 2.1276 0.175
H -0.8403 -0.7533 -0.1886 0.130
H -1.7254 1.1048 2.0236 0.130
H -2.4945 -0.5256 1.1144 0.162
H -1.8743 -1.4064 3.2159 0.182
H 0.3683 1.9763 0.5413 0.111
H -0.9302 1.9668 -0.4952 0.173
H 0.0137 1.7672 -2.0854 0.141
H 1.7125 1.7417 -1.5409 0.149
H 1.0110 -0.0614 -3.2970 0.182
H -0.3818 -0.8252 -1.9999 0.137
H 1.4882 -2.0555 -2.1747 0.144
```